DFT (ωB97M-V/def2-TZVPD) results for a molecular structure, C24H44ClF5OP2Ti at a distorted geometry.

Calculated values
- HOMO (spin up / spin down) (Ha) = -0.10913 / -0.13228
- frontier orbital gap (spin up / spin down) (eV) = 5.6 / 6.2
- multiplicity = 2
- net charge = -1
- largest force on an atom (eV/A) = 3.28

Atoms and positions in Å:
Ti (-0.038, -0.508, 0.188)
Cl (0.017, 0.155, -2.139)
P (-0.429, -2.698, -0.926)
C (0.647, -3.249, -2.333)
C (-0.220, -3.963, 0.442)
C (-2.169, -2.718, -1.552)
C (2.028, -2.558, -2.325)
H (0.106, -2.882, -3.223)
C (0.771, -4.774, -2.425)
H (1.414, -5.167, -1.629)
H (1.231, -5.036, -3.387)
H (-0.199, -5.282, -2.372)
H (1.973, -1.559, -2.768)
H (2.741, -3.148, -2.918)
H (2.439, -2.440, -1.315)
H (-2.094, -2.103, -2.466)
C (-3.190, -2.046, -0.628)
C (-2.586, -4.139, -1.935)
H (-2.040, -4.491, -2.815)
H (-3.656, -4.155, -2.173)
H (-2.417, -4.835, -1.103)
H (-2.837, -1.108, -0.176)
H (-3.517, -2.715, 0.176)
H (-4.074, -1.785, -1.226)
C (1.253, -3.986, 0.884)
H (-0.489, -4.957, 0.042)
C (-1.149, -3.642, 1.615)
H (1.925, -4.369, 0.108)
H (1.359, -4.636, 1.763)
H (1.604, -2.982, 1.170)
H (-1.019, -2.610, 1.978)
H (-0.918, -4.313, 2.454)
H (-2.206, -3.783, 1.363)
H (1.593, -0.676, 0.089)
H (-1.424, 0.365, 0.098)
P (0.388, 2.888, -0.984)
C (-0.857, 3.467, -2.215)
C (0.342, 4.039, 0.489)
C (2.071, 2.891, -1.731)
C (-2.204, 2.734, -2.004)
H (-0.428, 3.130, -3.176)
C (-0.982, 4.989, -2.242)
H (-1.565, 5.362, -1.392)
H (-1.514, 5.275, -3.159)
H (-0.003, 5.485, -2.259)
H (-2.162, 1.720, -2.415)
H (-3.012, 3.276, -2.511)
H (-2.458, 2.645, -0.939)
H (1.910, 2.307, -2.655)
C (3.118, 2.131, -0.888)
C (2.483, 4.311, -2.104)
H (1.869, 4.705, -2.922)
H (3.524, 4.302, -2.447)
H (2.416, 4.989, -1.243)
H (2.674, 1.342, -0.266)
H (3.701, 2.810, -0.252)
H (3.826, 1.635, -1.567)
C (-1.080, 4.048, 1.069)
H (0.609, 5.036, 0.105)
C (1.362, 3.581, 1.533)
H (-1.808, 4.553, 0.424)
H (-1.083, 4.567, 2.038)
H (-1.414, 3.014, 1.241)
H (1.173, 2.532, 1.810)
H (1.261, 4.182, 2.447)
H (2.399, 3.666, 1.190)
F (-0.060, -0.246, 7.437)
C (0.028, -0.236, 6.093)
C (-0.497, 0.847, 5.371)
F (-1.034, 1.905, 6.020)
C (-0.463, 0.829, 3.993)
F (-0.975, 1.878, 3.294)
C (0.066, -0.278, 3.292)
O (-0.068, -0.403, 1.993)
C (0.751, -1.256, 4.051)
F (1.503, -2.193, 3.412)
C (0.645, -1.301, 5.422)
F (1.114, -2.365, 6.113)